1.
Entry from OMol25: a structure of composition C5H8O (ωB97M-V/def2-TZVPD).

Values from the calculation:
Gap between HOMO and LUMO (alpha / beta), eV: 8.23 / 8.03
Highest occupied orbital energy (alpha / beta), eV: -8.787 / -8.702
Total energy, eV: -7358.010
Max |F|, hartree/bohr: 0.00682
M, g mol⁻¹: 84.12

Geometry (Å):
C 1.28 0.58 1.15
C 0.68 0.30 -0.21
C -0.95 0.54 -0.32
C -1.31 -0.95 -0.39
C 0.14 -1.07 -0.62
O 1.29 0.64 -1.30
H 0.70 0.14 1.96
H 1.35 1.66 1.31
H 2.30 0.17 1.17
H -1.31 1.05 0.59
H -1.15 1.10 -1.23
H -1.63 -1.34 0.57
H -1.98 -1.28 -1.19
H 0.60 -1.53 -1.50

For each atom in turn, the Mulliken charge in e is:
1. C -1.376
2. C 1.403
3. C -0.792
4. C -0.350
5. C -0.637
6. O -0.717
7. H 0.337
8. H 0.350
9. H 0.343
10. H 0.308
11. H 0.314
12. H 0.238
13. H 0.272
14. H 0.308

=====

2.
Entry from OMol25: a cluster of 2 separate species, C5H8O in total (ωB97M-V/def2-TZVPD).

Values from the calculation:
Gap between HOMO and LUMO (alpha / beta), eV: 7.98 / 7.98
Highest occupied orbital energy (alpha / beta), eV: -7.467 / -7.465
Total energy, eV: -7355.278
Max |F|, hartree/bohr: 0.01123
M, g mol⁻¹: 84.12

Geometry (Å):
C -1.30 0.19 -0.82
C -1.26 1.46 -0.19
C -0.65 0.22 0.62
C 0.66 -0.12 0.61
C 1.99 -0.32 0.10
O 1.49 -0.82 1.39
H -0.52 0.08 -1.59
H -0.98 -1.80 -0.66
H -2.11 1.76 0.43
H -0.63 2.30 -0.51
H -1.22 -0.11 1.48
H -0.37 -2.19 -0.44
H 2.20 -1.11 -0.61
H 2.72 0.48 0.18

For each atom in turn, the Mulliken charge in e is:
1. C -0.499
2. C -0.438
3. C -0.451
4. C 0.294
5. C -0.074
6. O -0.416
7. H 0.182
8. H -0.017
9. H 0.233
10. H 0.287
11. H 0.351
12. H 0.059
13. H 0.241
14. H 0.249

=====

Repeat the second record exactly.
Entry from OMol25: a cluster of 2 separate species, C5H8O in total (ωB97M-V/def2-TZVPD).

Values from the calculation:
Gap between HOMO and LUMO (alpha / beta), eV: 7.98 / 7.98
Highest occupied orbital energy (alpha / beta), eV: -7.467 / -7.465
Total energy, eV: -7355.278
Max |F|, hartree/bohr: 0.01123
M, g mol⁻¹: 84.12

Geometry (Å):
C -1.30 0.19 -0.82
C -1.26 1.46 -0.19
C -0.65 0.22 0.62
C 0.66 -0.12 0.61
C 1.99 -0.32 0.10
O 1.49 -0.82 1.39
H -0.52 0.08 -1.59
H -0.98 -1.80 -0.66
H -2.11 1.76 0.43
H -0.63 2.30 -0.51
H -1.22 -0.11 1.48
H -0.37 -2.19 -0.44
H 2.20 -1.11 -0.61
H 2.72 0.48 0.18

For each atom in turn, the Mulliken charge in e is:
1. C -0.499
2. C -0.438
3. C -0.451
4. C 0.294
5. C -0.074
6. O -0.416
7. H 0.182
8. H -0.017
9. H 0.233
10. H 0.287
11. H 0.351
12. H 0.059
13. H 0.241
14. H 0.249